ORCA calculation (ωB97M-V/def2-TZVPD) on 2 unconnected molecules or ions with the total composition C4H9NO2S in a non-equilibrium geometry.

Frontier orbital gap (spin up / spin down) = 7.64 / 7.60 eV

Geometry (Å):
1 C 0.98755 0.11250 -1.49577
2 C 1.73628 -0.42224 0.97950
3 C 0.53157 -0.29617 -0.01443
4 C -0.45767 0.53812 0.60903
5 N -2.49562 -0.54004 0.16352
6 O -3.41084 0.27117 0.12032
7 O -2.43323 -1.72641 0.25100
8 S -1.04703 2.02342 -0.08562
9 H 1.56532 0.99471 -1.23738
10 H 0.15604 0.46308 -2.08538
11 H 1.50733 -0.59099 -2.09811
12 H 1.76011 0.18003 1.79369
13 H 2.01956 -1.43551 1.15384
14 H 2.48406 -0.10801 0.33799
15 H 0.12505 -1.34035 -0.08726
16 H -0.69535 0.18336 1.69732
17 H -2.33313 1.69334 -0.00224

ORCA calculation (ωB97M-V/def2-TZVPD) on a single C4H9NO2S molecule in a non-equilibrium geometry.

Frontier orbital gap = 9.66 eV

Geometry (Å):
1 C -1.02601 -1.80154 -1.09688
2 C -0.72887 -1.16468 0.00991
3 C 2.08590 1.35077 -0.30865
4 C -1.46153 -0.22260 0.92611
5 N -1.55563 1.10118 0.34156
6 O 1.41732 -0.90423 1.53838
7 O 1.07487 0.42963 -0.65297
8 S 1.11068 -1.03788 0.14331
9 H -0.26619 -2.06218 -1.85888
10 H -2.04582 -1.98070 -1.23441
11 H 1.69559 2.01192 0.47564
12 H 2.52148 1.74624 -1.20013
13 H 3.07259 0.76975 0.12655
14 H -0.98224 -0.20974 1.90941
15 H -2.47408 -0.57804 1.11884
16 H -0.61331 1.48250 0.48440
17 H -1.82476 1.06960 -0.72219

ORCA calculation (ωB97M-V/def2-TZVPD) on 2 unconnected molecules or ions with the total composition C4H9NO3 in a non-equilibrium geometry.

Structure (SMILES) = C=C(O)O.CC(N)=O
Frontier orbital gap = 8.84 eV

Geometry (Å):
1 C 0.24024 -1.18755 -0.86008
2 C 0.84345 -1.56437 0.31156
3 C -1.43693 1.06452 0.31423
4 C 0.06771 1.01674 0.17485
5 N 0.71749 0.87168 1.46599
6 O -0.88858 -1.87459 -1.25488
7 O 0.94632 -0.72300 -1.93386
8 O 0.71284 1.57897 -0.71681
9 H 1.25625 0.18504 -1.71947
10 H -1.20033 -1.47261 -2.07562
11 H 1.69171 1.14741 1.44747
12 H 0.25667 1.29632 2.26308
13 H 1.86063 -1.31286 0.55135
14 H 0.33739 -2.24914 0.96982
15 H -1.89082 0.89800 -0.65883
16 H -1.71818 2.03380 0.72899
17 H -1.79586 0.29164 0.99220

ORCA calculation (ωB97M-V/def2-TZVPD) on 2 unconnected molecules or ions with the total composition C4H9NO3 in a non-equilibrium geometry.

Frontier orbital gap = 7.75 eV

Geometry (Å):
1 C -3.09816 -0.26515 0.30045
2 C 0.07653 1.65612 -0.14040
3 C 0.71169 -1.64416 -0.78095
4 C 0.22899 0.32580 0.61496
5 N 1.28893 -0.41220 -0.30488
6 O -2.69429 -1.01813 -0.47031
7 O -3.54067 0.59280 0.91889
8 O 1.19507 0.49084 1.72701
9 H 1.01532 2.31740 -0.17048
10 H -0.59399 2.36860 0.25046
11 H -0.52108 1.43768 -1.04128
12 H -0.16765 -1.57368 -1.44423
13 H 1.35341 -2.43135 -1.35041
14 H 0.42996 -2.19237 0.12874
15 H 2.01654 -0.38008 0.38012
16 H 1.65220 0.08132 -1.10920
17 H 0.64720 0.64657 2.49148

ORCA calculation (ωB97M-V/def2-TZVPD) on a single C4H9NO3 molecule in a non-equilibrium geometry.

Structure (SMILES) = CC[C@H](O)C(=O)NO
Frontier orbital gap = 9.42 eV

Geometry (Å):
1 C -0.18928 0.46690 1.23966
2 C -1.23062 -0.24625 0.03568
3 C -0.95799 -1.28723 -1.04540
4 N 1.34475 0.77535 -0.66214
5 C 0.87328 -0.08009 0.33342
6 O 2.74600 0.72798 -0.82312
7 O -0.36815 1.82860 1.24561
8 O 1.48679 -1.11331 0.62114
9 H 2.96522 -0.18755 -0.55908
10 H -1.11590 2.06230 1.82230
11 H 1.02036 1.73041 -0.72212
12 H -0.20809 -0.04084 2.20869
13 H -2.00515 -0.64657 0.68888
14 H -1.65385 0.64265 -0.44334
15 H -0.47989 -2.16177 -0.61055
16 H -1.90406 -1.58937 -1.50009
17 H -0.32342 -0.88121 -1.82955

ORCA calculation (ωB97M-V/def2-TZVPD) on a single C4H9NO3 molecule in a non-equilibrium geometry.

Structure (SMILES) = C[C@@H](O)[C@H](N)C(=O)O
Frontier orbital gap = 10.27 eV

Geometry (Å):
1 C -0.46633 0.10487 -0.67741
2 C -1.27074 -0.95268 -0.00105
3 C 1.00970 -0.05119 -0.34621
4 C 1.44049 0.23923 1.08407
5 H -0.53226 1.83160 0.54051
6 H -0.97670 2.06545 -1.21029
7 H -0.58827 -0.16012 -1.73642
8 H 1.49322 0.53042 -1.11560
9 H 0.72060 -2.00156 -0.37256
10 H 1.12328 -0.54461 1.69578
11 H 2.53815 0.17657 1.20497
12 H 1.06953 1.17564 1.49627
13 H -2.58789 0.29008 -0.07328
14 N -0.97412 1.40525 -0.36163
15 O -0.90446 -2.08025 0.19511
16 O 1.40517 -1.45819 -0.72690
17 O -2.49938 -0.57048 0.40464